1.
Below is a molecular structure, C23H41AlClF3N5NaO14S2, with properties calculated with wB97M-V/def2-TZVPD.

## Properties
HOMO level: -7.65 eV
Gap between HOMO and LUMO: 4.03 eV
Total energy: -4188.6008 a.u.

Last column: Mulliken charge in e.
Positions of all 91 atoms, in Å:
C1 6.8825 1.5361 -6.4608  -1.195
H1 6.2390 -1.7083 -5.4443  0.272
O1 -2.7912 2.6425 -1.4528  -0.577
O2 -3.6587 0.7329 0.3888  -0.397
O3 -2.7373 -0.0313 2.3578  -0.523
N1 -2.1055 -2.3339 6.2805  -0.537
H2 7.8102 -0.9305 -5.5855  0.162
H3 12.1643 2.1887 -3.7978  0.394
F1 -1.2498 -3.7093 -0.9134  -0.243
H4 7.9097 1.6133 -6.0907  0.192
C2 -2.4739 -1.6936 5.1711  -0.162
H5 -4.3981 0.7796 6.4027  0.506
N2 11.2217 0.5163 -4.7278  0.013
H6 -0.0530 3.3661 -4.9014  0.258
H7 -6.6634 -0.4750 4.9164  0.091
H8 3.4978 -1.9113 0.5837  -0.029
H9 -10.1427 1.1459 4.7183  0.231
H10 3.6996 -1.1496 2.1866  0.347
H11 1.7996 1.3557 0.8849  0.324
Cl1 -3.6332 -0.0075 -2.7144  0.015
H12 -7.1807 2.0720 7.4775  0.269
C3 -10.7132 0.8263 5.5929  -0.641
N3 2.4769 -2.6730 -5.4868  1.057
F2 -1.6285 -4.3377 1.0987  -0.275
C4 -9.1231 0.2512 7.2778  -0.888
H13 -7.9608 2.2491 6.0920  0.288
H14 -11.6720 1.3439 5.5687  0.252
H15 3.2185 0.5190 0.1310  0.340
O4 2.9312 -2.8688 -6.5944  -0.553
C5 -7.6962 -0.3097 5.2255  -1.164
H16 -3.5525 -0.0981 4.2301  0.849
H17 -1.7200 -2.2220 1.8502  -0.307
H18 6.8131 -1.1755 -7.0325  0.380
C6 11.8134 2.2284 -5.9996  -0.377
C7 11.8056 1.7550 -4.7155  -0.528
F3 0.3411 -3.6739 0.5842  -0.211
H19 -8.2042 -1.2765 5.2143  0.352
O5 -1.1085 0.3391 0.6069  -0.307
O6 6.0881 0.7098 -4.3380  -0.565
H20 -10.8978 -0.2507 5.5485  0.298
H21 -3.7320 -0.3972 8.5014  0.395
H22 -9.5440 -0.7617 7.2303  0.429
H23 5.0991 0.3953 -6.0931  0.276
H24 6.4053 2.5002 -6.2799  0.321
H25 -7.0520 -0.2624 7.2477  0.348
S1 -2.6498 -0.0602 0.9340  0.907
H26 10.3670 -0.7390 -6.2248  0.460
C8 -0.3743 -0.8830 0.6502  1.865
H27 6.9945 0.7418 -4.0147  0.343
N4 -7.2366 1.6910 6.5367  -0.652
H28 -1.2540 0.9937 -3.9036  0.264
O7 1.3289 -3.0818 -5.1590  -0.679
Na1 3.6776 -2.1092 -1.1544  0.895
H29 11.0489 1.2884 -7.8844  0.412
C9 -2.5630 -1.8529 7.4358  -0.309
H30 -8.9996 0.4873 8.3386  0.375
C10 6.7853 -0.9251 -5.9719  -1.032
H31 -1.6874 2.7796 -5.2733  0.290
C11 -1.3842 -2.0496 0.8198  0.532
C12 2.1416 0.4841 0.3280  -1.034
H32 -2.2460 -2.3925 8.3219  0.365
H33 -0.0660 -0.9585 -0.4082  -1.375
C13 -3.7553 -0.0931 6.3682  -0.582
S2 -4.0794 2.8671 -2.0986  1.188
H34 -2.0878 -2.1101 4.2460  0.382
C14 -0.8986 2.7980 -4.5206  -0.613
H35 -1.2682 3.2600 -3.6046  0.235
H36 1.6521 0.4547 -0.6541  0.293
H37 6.9142 1.3591 -7.5364  0.371
H38 12.2093 3.1783 -6.3172  0.402
O8 -10.0508 1.1997 6.7884  -0.389
C15 2.9824 -1.6450 1.5279  -0.934
O9 -5.1677 2.9573 -1.1535  -0.639
C16 -7.7372 0.3136 6.6169  0.552
C17 -0.9648 -3.4459 0.3667  0.610
C18 6.1308 0.4266 -5.7434  0.476
Al1 0.6403 -1.3443 -2.9233  0.974
H39 2.5729 -2.5484 1.9790  0.413
C19 11.2060 1.2393 -6.8200  -0.366
O10 -4.3442 1.6202 -3.0581  -0.334
O11 -4.0220 4.0214 -2.9761  -0.622
C20 1.8086 -0.7511 1.1890  0.598
O12 -2.5739 -1.5132 0.2127  -0.321
C21 -3.3881 -0.7425 7.5357  -0.388
C22 10.8500 0.1985 -6.0068  -0.615
H40 11.0871 -0.0675 -3.9244  0.202
O13 -0.4719 1.4499 -4.2337  -0.433
H41 -8.1557 0.3251 4.4684  0.279
O14 3.1415 -2.0325 -4.6225  -0.612
C23 -3.2899 -0.5742 5.1558  -0.494
N5 0.6527 -1.0241 1.6275  -0.441

Cartesian forces (eV/Å) of the 3 atoms listed first:
C -0.1 0.2 0.0
H -0.1 0.0 -0.1
O 0.2 -0.8 -0.6

2.
Below is a molecular structure, C4H8N2O, with properties calculated with wB97M-V/def2-TZVPD.

## Properties
HOMO level: -9.14 eV
Gap between HOMO and LUMO: 9.94 eV
Total energy: -341.7808 a.u.
Energy relative to the best compared isomer or geometry (same formula, charge and spin): 6.064 eV

Last column: natural (NBO) charge in e.
Positions of all 15 atoms, in Å:
H1 -1.5425 -1.2407 0.0084  0.198
H2 -2.1169 1.8175 0.3512  0.209
O1 2.0610 -2.0153 -0.2967  -0.541
H3 0.4089 -0.9539 1.2492  0.223
C1 0.6710 -0.0398 0.7021  -0.462
H4 -1.9280 -0.0976 -1.3767  0.210
C2 -1.5339 -0.2187 -0.3712  -0.256
N1 -0.3840 0.6020 -0.0363  -0.445
H5 -1.7475 0.5935 1.6726  0.196
H6 1.8024 0.3170 -0.1531  0.413
H7 1.1183 0.6680 1.4176  0.233
C3 -1.6468 0.8764 0.6257  -0.245
C4 1.7017 -0.9328 -0.6332  0.656
H8 1.1714 0.6350 -1.6177  0.385
N2 1.9649 -0.0105 -1.5418  -0.773

Cartesian forces (eV/Å) of the 3 atoms listed first:
H 0.0 0.2 -0.1
H 0.1 -0.2 0.1
O -0.2 0.5 -0.2

3.
Below is C2H3NO4 in the gas phase, with properties calculated with wB97M-V/def2-TZVPD.

## Properties
HOMO level: -10.15 eV
Structure (SMILES): O=NOCC(=O)O
Gap between HOMO and LUMO: 9.07 eV
Total energy: -433.5893 a.u.
Energy relative to the best compared isomer or geometry (same formula, charge and spin): 4.741 eV

Last column: natural (NBO) charge in e.
Positions of all 10 atoms, in Å:
H1 1.7870 0.2415 -0.3025  0.219
O1 -0.4989 -0.1127 2.6076  -0.162
C1 -0.3390 0.6573 -0.5622  0.759
O2 -0.2834 1.7744 0.0189  -0.603
O3 -1.5546 0.1815 -0.9200  -0.657
N1 0.3686 0.0701 1.8297  0.465
H2 0.9272 -0.8492 -1.4882  0.208
C2 0.8472 -0.2433 -0.5824  -0.197
O4 0.2532 -0.9468 0.5079  -0.521
H3 -1.5073 -0.7727 -1.1089  0.490

Cartesian forces (eV/Å) of the 3 atoms listed first:
H -0.3 0.1 -0.2
O 3.7 0.3 -3.9
C -0.6 5.1 1.0

4.
Below is 2 unconnected molecules or ions with the total composition C8H10, with properties calculated with wB97M-V/def2-TZVPD.

## Properties
HOMO level: -8.61 eV
Structure (SMILES): c1ccccc1.C=C
Gap between HOMO and LUMO: 9.48 eV
Total energy: -310.7170 a.u.
Energy relative to the best compared isomer or geometry (same formula, charge and spin): 3.230 eV

Last column: natural (NBO) charge in e.
Positions of all 18 atoms, in Å:
H1 2.3631 -0.3823 3.1024  0.212
C1 0.4250 -0.1002 -1.1679  -0.242
C2 2.1821 -0.3179 1.9842  -0.467
H2 0.7548 1.2470 1.9059  0.206
H3 0.7401 -0.9659 0.7804  0.260
C3 -2.2771 0.0380 -0.4816  -0.203
C4 0.0148 -0.5610 0.0730  -0.221
H4 2.7910 -0.9005 1.3554  0.184
H5 -1.6491 -0.9112 1.3300  0.208
H6 1.4877 0.6782 0.2836  0.214
H7 -2.5540 0.7576 -2.4912  0.212
C5 -0.5024 0.3793 -2.0741  -0.208
H8 -0.2346 0.6692 -3.0741  0.212
C6 1.4874 0.5724 1.3589  -0.346
H9 -3.3076 0.1185 -0.1707  0.212
C7 -1.3483 -0.5406 0.3825  -0.221
H10 1.4872 -0.2389 -1.3573  0.210
C8 -1.8600 0.4582 -1.7395  -0.221

Cartesian forces (eV/Å) of the 3 atoms listed first:
H -0.7 -0.1 -1.6
C -0.2 -0.7 -0.4
C 2.3 0.0 3.0

5.
Below is a molecular structure, C34H38N6O4PPb, with properties calculated with wB97M-V/def2-TZVPD.

## Properties
HOMO level: -9.97 eV
Gap between HOMO and LUMO: 7.16 eV
Total energy: -2482.0333 a.u.
Energy relative to the best compared isomer or geometry (same formula, charge and spin): 0.000 eV
Charge: +1

Last column: Mulliken charge in e.
Positions of all 84 atoms, in Å:
N1 -1.6303 -0.2603 0.6602  -0.206
C1 0.3006 -5.3831 -1.4152  0.294
C2 -2.4545 2.9515 3.7065  -0.720
H1 2.9868 0.9010 -0.5507  0.320
H2 2.8422 1.3448 1.1591  0.278
C3 -0.0139 4.6376 -2.1648  -0.704
O1 2.0211 -10.6315 -2.3320  -0.460
H3 0.4093 -7.4171 0.4336  0.212
C4 -0.9420 -2.5523 0.4625  0.785
H4 2.4024 -12.5201 -1.7583  0.246
C5 -0.2123 -3.3422 -1.7531  0.873
C6 2.4727 0.6769 0.3822  -0.857
C7 1.1624 -8.9973 -0.7607  -0.677
C8 -1.1772 -1.2791 -0.0954  -0.045
N2 -1.1964 0.1956 -2.0065  -0.291
C9 -0.5278 -0.5341 -4.1814  -0.909
H5 0.5968 3.7813 -2.4100  0.922
O2 1.4063 2.9563 -0.3037  -0.467
C10 -2.7397 4.0277 4.7531  -1.416
H6 3.7621 5.3430 -2.4459  0.247
C11 0.7414 -7.6901 -0.5614  -0.723
H7 0.3853 1.7082 3.2113  0.534
H8 0.0344 3.0796 5.3007  0.298
C12 0.7401 -6.7660 -1.5971  0.370
H9 -3.1575 4.9227 4.2933  0.328
C13 -1.6508 6.7379 -1.6360  -0.675
H10 -1.8456 4.3197 5.3025  0.289
C14 -0.4586 -2.0608 -2.3434  0.536
H11 -2.1275 2.0255 4.1894  0.444
H12 -1.2235 1.4365 -3.6343  0.466
P1 -1.1810 3.3146 2.4162  0.556
H13 -3.4686 3.6603 5.4757  0.411
N3 -0.1175 -4.8768 -0.2111  -0.111
C15 -1.6845 -1.6878 2.5714  -1.093
H14 -2.3447 7.5417 -1.4347  0.450
C16 0.1303 5.6212 1.5373  -1.198
H15 -1.0470 5.5622 3.3556  0.538
H16 -2.2568 0.3911 2.4978  0.418
C17 1.1740 -7.1764 -2.8620  -0.509
O3 2.2678 7.1773 -3.2433  -0.622
H17 2.6964 -11.3132 -0.4872  0.343
C18 -0.4512 -3.5598 -0.4188  -0.185
H18 -1.9068 -1.7983 3.6231  0.470
O4 1.0494 0.8235 0.2238  0.147
H19 -3.3825 2.7097 3.1813  0.453
H20 1.1805 3.0535 2.4394  0.292
C19 -1.0763 5.1468 2.3475  -0.831
C20 -0.2538 -1.7893 -3.7035  -0.593
H21 1.1732 -6.4603 -3.6720  0.487
H22 -2.0046 5.5001 1.8892  0.515
C21 -1.8809 -0.4589 1.9399  -0.375
H23 2.5110 4.4868 -1.6082  0.190
C22 0.4908 5.9194 -2.2998  0.407
C23 -2.0406 5.4211 -1.4574  -0.347
H24 -3.0342 5.1813 -1.0919  0.461
H25 0.1896 5.1302 0.5650  0.125
C24 -1.2066 -2.7355 1.8271  -0.687
C25 0.6138 2.0497 -0.1458  0.081
C26 -0.3553 6.9911 -2.0567  -0.479
Pb1 -1.7629 2.1148 -0.3179  1.059
H26 0.0198 7.9975 -2.1928  0.498
C27 -0.9369 -1.0347 -1.5171  0.208
H27 0.1144 -2.5793 -4.3445  0.591
N4 2.7812 5.1753 -2.2946  -0.256
C28 2.0312 -11.6080 -1.3019  -0.842
H28 -0.1651 -5.3869 0.6522  0.173
H29 1.9309 -8.7954 -4.0483  0.422
H30 1.0634 5.4131 2.0623  0.314
N5 -1.2441 4.3825 -1.7222  -0.207
H31 -1.0401 -3.7001 2.2899  0.431
C29 1.5922 -9.3908 -2.0248  0.967
H32 0.0769 6.6975 1.3748  0.457
N6 0.2529 -4.4732 -2.3632  -0.838
C30 -0.9992 0.4329 -3.2881  -0.305
C31 1.5939 -8.4675 -3.0744  -0.659
C32 0.4092 2.8022 3.1724  -0.340
H33 2.6332 -0.3597 0.6629  0.215
H34 1.7356 3.0575 4.8607  0.433
H35 1.1491 -9.6908 0.0664  0.412
H36 -0.3888 -0.2820 -5.2229  0.438
H37 1.0251 -11.7800 -0.9132  0.345
C33 1.9268 6.1657 -2.6700  0.060
C34 0.7488 3.3908 4.5384  -1.492
H38 0.7628 4.4812 4.5135  0.306

Cartesian forces (eV/Å) of the 3 atoms listed first:
N 0.0 0.0 0.0
C 0.0 0.0 0.0
C 0.0 0.0 0.0

6.
Below is CH3N5O in the gas phase, with properties calculated with wB97M-V/def2-TZVPD.

## Properties
HOMO level: -7.94 eV
Structure (SMILES): ON=c1[nH]nn[nH]1
Gap between HOMO and LUMO: 8.78 eV
Total energy: -388.7423 a.u.
Energy relative to the best compared isomer or geometry (same formula, charge and spin): 3.466 eV

Last column: natural (NBO) charge in e.
Positions of all 10 atoms, in Å:
H1 0.7381 1.1883 0.9527  0.447
H2 -0.7389 2.6527 -1.0614  0.480
O1 -0.3898 1.9882 -0.5633  -0.618
N1 1.1578 -0.9822 1.4466  0.003
N2 -0.2156 -1.6066 -0.2189  -0.379
C1 -0.2033 -0.1615 -0.2535  0.441
H3 -0.7377 -2.0781 -0.8675  0.432
N3 0.7083 -1.8880 0.6606  -0.026
N4 -1.0384 0.7907 -0.7750  -0.300
N5 0.7194 0.0966 0.6797  -0.480

Cartesian forces (eV/Å) of the 3 atoms listed first:
H 0.2 -3.6 -0.4
H -2.0 2.2 -2.3
O 2.7 -1.2 3.4